Below is a structure of composition C15H46AsF6O16 at a distorted geometry, with properties calculated with ωB97M-V/def2-TZVPD.

ΔE to the lowest compared entry with this formula, charge and spin	0.0	kcal/mol
E_LUMO	0.084	Eh
net charge	-1
2S+1	1
frontier orbital gap	9.42	eV

Each line ends with the Löwdin charge.
Atoms and positions in Å:
As1 0.130 0.744 0.046  0.822
F1 -0.358 -0.155 -1.399  -0.250
F2 1.514 1.294 -0.873  -0.238
F3 0.776 1.547 1.502  -0.257
F4 -1.245 0.095 0.898  -0.233
F5 1.071 -0.633 0.575  -0.253
F6 -0.801 2.129 -0.420  -0.220
O1 1.310 4.791 1.285  -0.075
H1 0.957 3.897 1.388  0.009
H2 2.044 4.694 0.644  0.005
O2 -3.451 1.893 0.025  -0.071
H3 -2.866 2.393 -0.548  0.013
H4 -2.885 1.205 0.398  -0.020
O3 0.501 4.913 -2.316  -0.055
H5 0.167 5.769 -2.029  0.033
H6 0.092 4.275 -1.715  0.016
C1 -4.000 -1.645 -0.235  0.004
C2 -3.320 -2.347 0.954  -0.315
C3 -3.274 -1.589 2.278  -0.100
O4 -3.786 -2.523 3.222  0.062
C4 -4.386 -3.562 2.573  -0.557
O5 -5.084 -4.374 3.091  0.154
O6 -4.098 -3.500 1.265  0.081
H7 -3.836 -2.341 -1.060  0.080
H8 -3.484 -0.711 -0.441  0.064
H9 -5.072 -1.571 -0.074  0.095
H10 -2.324 -2.674 0.638  0.143
H11 -3.854 -0.678 2.104  0.135
H12 -2.257 -1.343 2.567  0.113
C5 1.254 -3.549 4.074  -0.021
C6 0.675 -3.523 2.691  -0.300
C7 1.608 -4.090 1.570  -0.074
O7 0.793 -5.005 0.846  0.065
C8 -0.394 -5.145 1.440  -0.580
O8 -1.280 -5.849 1.083  0.166
O9 -0.412 -4.452 2.608  0.061
H13 2.051 -2.799 4.070  0.095
H14 1.604 -4.551 4.314  0.092
H15 0.545 -3.218 4.832  0.087
H16 0.203 -2.585 2.384  0.143
H17 2.545 -4.517 1.935  0.130
H18 1.952 -3.313 0.883  0.106
C9 -2.338 4.903 2.133  -0.153
O10 -1.729 4.637 0.885  -0.143
H19 -2.379 5.984 2.312  0.074
H20 -3.400 4.665 2.056  0.074
H21 -1.807 4.392 2.933  0.077
H22 -1.168 5.343 0.559  0.056
C10 3.431 -1.723 -1.525  -0.159
O11 3.779 -0.378 -1.261  -0.131
H23 2.397 -1.739 -1.885  0.049
H24 4.055 -2.111 -2.332  0.081
H25 3.588 -2.370 -0.656  0.072
H26 3.331 -0.106 -0.452  0.043
C11 0.692 2.102 -4.075  -0.130
O12 -0.621 2.018 -4.691  -0.153
H27 1.284 2.769 -4.684  0.079
H28 0.382 2.403 -3.075  0.044
H29 1.129 1.108 -3.940  0.071
H30 -1.166 1.429 -4.149  0.030
C12 3.889 3.234 -1.064  -0.090
O13 3.679 4.287 -0.078  -0.155
H31 3.921 2.268 -0.568  0.062
H32 3.170 3.453 -1.841  0.078
H33 4.920 3.354 -1.411  0.075
H34 4.087 3.976 0.739  0.068
C13 0.700 -3.441 -2.761  -0.147
O14 -0.366 -4.026 -3.503  -0.122
H35 0.724 -3.818 -1.739  0.076
H36 1.662 -3.639 -3.246  0.077
H37 0.598 -2.354 -2.830  0.057
H38 -0.881 -4.592 -2.926  0.074
C14 3.139 3.423 3.673  -0.193
O15 3.268 2.275 2.874  -0.118
H39 3.264 4.380 3.162  0.064
H40 2.170 3.488 4.185  0.080
H41 3.811 3.388 4.535  0.071
H42 2.447 2.121 2.385  0.036
C15 -2.371 -1.641 -4.339  -0.151
O16 -1.926 -0.418 -3.789  -0.132
H43 -1.630 -2.112 -4.986  0.074
H44 -2.631 -2.400 -3.594  0.063
H45 -3.297 -1.397 -4.857  0.080
H46 -1.136 -0.533 -3.248  0.039


Below is a cluster of 8 separate species, C15H47NO9 in total at a distorted geometry, with properties calculated with ωB97M-V/def2-TZVPD.

ΔE to the lowest compared entry with this formula, charge and spin	15.5	kcal/mol
structure (SMILES)	COCCNCCOC.CC(C)O.CC(C)O.CC(C)O.O.O.O.O
E_LUMO	0.025	Eh
2S+1	1
frontier orbital gap	9.61	eV

Each line ends with the Löwdin charge.
Atoms and positions in Å:
O1 7.254 12.590 8.805  -0.078
H1 7.705 11.751 8.490  0.042
H2 7.136 12.343 9.729  0.020
O2 5.479 15.699 10.363  -0.046
H3 5.443 15.380 9.426  0.047
H4 5.046 16.550 10.368  0.051
O3 7.488 12.684 11.862  -0.058
H5 7.968 13.552 11.954  0.043
H6 8.104 12.018 12.196  0.022
O4 9.337 9.969 11.482  -0.055
H7 10.084 9.378 11.358  0.048
H8 9.633 10.881 11.316  0.015
C1 8.949 11.570 4.376  -0.081
O5 8.984 10.871 5.660  -0.211
C2 9.935 11.502 6.578  -0.170
C3 10.206 10.456 7.674  -0.164
N1 8.987 10.102 8.434  -0.040
C4 8.406 8.826 7.960  -0.223
C5 9.128 7.591 8.359  -0.220
O6 9.224 7.390 9.798  -0.206
C6 7.998 6.923 10.333  -0.112
H9 9.982 11.773 3.947  0.099
H10 8.573 12.590 4.613  0.069
H11 8.248 11.070 3.706  0.083
H12 9.444 12.262 7.079  0.072
H13 10.806 11.877 6.092  0.111
H14 10.894 10.834 8.365  0.093
H15 10.550 9.519 7.240  0.105
H16 9.181 10.069 9.426  0.061
H17 8.374 8.794 6.827  0.130
H18 7.280 8.729 8.185  0.136
H19 10.180 7.724 8.015  0.121
H20 8.657 6.738 7.820  0.131
H21 7.745 5.944 9.909  0.084
H22 7.264 7.690 10.133  0.078
H23 8.125 6.631 11.380  0.091
C7 11.304 13.968 11.757  -0.057
C8 10.593 14.075 10.405  -0.467
C9 11.652 14.344 9.320  -0.048
O7 9.955 12.802 10.109  -0.092
H24 10.563 13.731 12.592  0.096
H25 11.831 14.911 12.026  0.082
H26 12.046 13.170 11.736  0.075
H27 9.832 14.844 10.335  0.104
H28 12.270 15.223 9.538  0.084
H29 11.132 14.486 8.375  0.066
H30 12.201 13.424 9.287  0.069
H31 9.166 13.029 9.578  0.049
C10 7.963 16.000 8.087  -0.044
C11 6.795 15.933 7.063  -0.486
C12 7.322 15.530 5.651  -0.043
O8 5.863 15.022 7.558  -0.081
H32 8.794 16.627 7.637  0.099
H33 8.301 14.914 8.193  0.082
H34 7.821 16.393 9.073  0.031
H35 6.294 16.899 6.960  0.136
H36 8.044 14.734 5.691  0.043
H37 7.795 16.352 5.181  0.056
H38 6.352 15.125 5.125  0.125
H39 6.320 14.147 7.579  0.085
C13 7.077 17.814 13.068  -0.036
C14 8.071 17.231 12.020  -0.495
C15 9.489 17.292 12.483  -0.058
O9 7.889 15.842 11.761  -0.126
H40 7.281 17.264 13.935  0.054
H41 6.020 17.698 12.783  0.077
H42 7.305 18.876 13.270  0.085
H43 7.853 17.657 10.975  0.145
H44 9.730 18.288 12.746  0.066
H45 10.152 16.837 11.723  0.080
H46 9.581 16.721 13.407  0.091
H47 7.022 15.662 11.285  0.061


Below is a structure of composition C15H47O11Ti at a distorted geometry, with properties calculated with ωB97M-V/def2-TZVPD.

ΔE to the lowest compared entry with this formula, charge and spin	0.0	kcal/mol
E_LUMO (alpha / beta)	-0.041 / -0.044	Eh
2S+1	4
frontier orbital gap (alpha / beta)	6.80 / 8.34	eV

Each line ends with the Löwdin spin population.
Atoms and positions in Å:
Ti1 -2.145 -2.522 -3.344  2.796
C1 0.181 0.259 -0.818  0.002
C2 -0.614 -0.661 -1.710  0.019
O1 -1.822 -0.412 -1.967  0.067
O2 -0.070 -1.701 -2.201  0.062
H1 1.241 0.005 -0.902  0.000
H2 -0.068 0.081 0.230  0.000
H3 0.079 1.314 -1.057  0.000
C3 -0.785 2.362 -3.973  0.001
O3 -1.825 2.244 -3.015  0.002
H4 -0.906 3.290 -4.531  0.000
H5 0.200 2.379 -3.490  0.000
H6 -0.801 1.543 -4.699  0.001
H7 -1.928 1.293 -2.830  0.001
C4 2.325 3.387 -0.449  0.000
O4 1.849 3.214 0.880  0.000
H8 2.602 2.425 -0.894  0.000
H9 1.493 3.782 -1.033  0.000
H10 3.188 4.053 -0.511  0.000
H11 2.510 2.768 1.417  0.000
C5 -1.530 4.367 -0.040  0.000
O5 -0.863 4.271 1.196  0.000
H12 -2.528 4.768 0.125  0.000
H13 -0.988 4.966 -0.786  0.000
H14 -1.639 3.393 -0.535  0.000
H15 0.014 3.873 1.050  0.000
C6 3.295 -0.923 0.377  0.000
O6 4.184 0.148 0.630  0.000
H16 2.335 -0.741 0.853  0.000
H17 3.145 -1.039 -0.706  0.000
H18 3.647 -1.914 0.678  0.000
H19 5.070 -0.184 0.780  0.000
C7 2.254 -2.704 -4.202  0.003
O7 2.707 -1.889 -3.141  0.001
H20 1.587 -2.132 -4.866  0.002
H21 3.096 -2.999 -4.822  0.000
H22 1.660 -3.567 -3.883  0.001
H23 1.914 -1.518 -2.724  0.000
C8 -0.977 1.370 3.308  0.000
C9 -0.328 1.595 4.675  0.000
O8 -0.812 2.769 5.294  0.000
H24 -0.439 0.688 2.647  0.000
H25 -1.082 2.306 2.769  0.000
H26 -1.995 0.966 3.346  0.000
H27 0.751 1.668 4.540  0.000
H28 -0.517 0.706 5.290  0.000
H29 -1.759 2.666 5.425  0.000
C10 0.569 -5.129 -1.658  0.013
C11 1.517 -4.374 -0.758  0.001
O9 0.783 -3.297 -0.170  0.003
H30 1.030 -6.041 -2.042  0.000
H31 0.254 -4.449 -2.458  0.019
H32 -0.316 -5.414 -1.087  0.002
H33 2.376 -3.986 -1.314  0.000
H34 1.899 -4.998 0.049  0.000
H35 0.492 -2.722 -0.902  0.000
C12 -4.132 1.982 -0.033  0.000
C13 -3.152 1.258 0.892  0.000
O10 -3.192 -0.155 0.634  0.002
H36 -5.102 1.489 0.002  0.000
H37 -3.737 1.943 -1.052  0.000
H38 -4.233 3.042 0.205  0.000
H39 -3.499 1.342 1.926  0.000
H40 -2.164 1.713 0.788  0.000
H41 -2.681 -0.329 -0.168  0.000
C14 -1.075 -2.548 2.823  0.000
C15 0.373 -2.097 2.991  0.000
O11 1.263 -3.123 2.600  0.000
H42 -1.286 -2.719 1.767  0.000
H43 -1.776 -1.767 3.141  0.000
H44 -1.343 -3.408 3.434  0.000
H45 0.578 -1.799 4.019  0.000
H46 0.528 -1.221 2.349  0.000
H47 1.121 -3.202 1.640  0.000


Below is a cluster of 9 separate species, C15H48N6O9 in total at a distorted geometry, with properties calculated with ωB97M-V/def2-TZVPD.

ΔE to the lowest compared entry with this formula, charge and spin	8.7	kcal/mol
structure (SMILES)	NC(N)=O.NC(N)=O.NC(N)=O.CCO.CCO.CCO.CCO.CCO.CCO
E_LUMO	0.026	Eh
2S+1	1
frontier orbital gap	10.22	eV

Each line ends with the Löwdin charge.
Atoms and positions in Å:
C1 -4.497 1.211 3.758  -0.092
C2 -3.790 1.919 2.638  -0.262
O1 -2.994 0.950 1.797  -0.103
H1 -3.774 0.748 4.462  0.042
H2 -5.098 0.424 3.234  0.095
H3 -5.184 1.868 4.324  0.082
H4 -3.046 2.629 3.046  0.108
H5 -4.500 2.521 2.080  0.105
H6 -2.143 0.895 2.190  0.010
C3 -0.931 -1.127 6.456  -0.094
C4 -1.535 -0.135 5.499  -0.296
O2 -1.330 -0.543 4.107  -0.108
H7 -1.269 -0.991 7.480  0.079
H8 0.119 -1.083 6.405  0.056
H9 -1.221 -2.153 6.131  0.098
H10 -1.056 0.820 5.566  0.105
H11 -2.621 -0.101 5.774  0.108
H12 -0.477 -1.043 4.177  0.096
C5 3.225 -0.867 0.540  -0.069
C6 3.583 -2.264 1.196  -0.287
O3 2.532 -2.912 1.916  -0.092
H13 2.218 -0.937 0.151  0.041
H14 3.960 -0.425 -0.135  0.062
H15 3.113 -0.128 1.365  0.076
H16 4.364 -2.197 1.957  0.104
H17 4.020 -2.990 0.500  0.093
H18 1.897 -3.304 1.318  0.043
C7 4.162 -2.804 -2.999  -0.080
C8 4.253 -1.444 -3.734  -0.262
O4 2.985 -0.940 -4.264  -0.133
H19 5.149 -3.130 -2.645  0.081
H20 3.645 -3.550 -3.557  0.057
H21 3.574 -2.687 -2.073  0.051
H22 5.013 -1.608 -4.521  0.106
H23 4.638 -0.659 -3.069  0.101
H24 2.476 -1.760 -4.408  0.010
C9 -2.999 2.133 -2.313  -0.083
C10 -2.925 3.623 -2.086  -0.333
O5 -1.816 4.008 -1.354  -0.127
H25 -4.028 1.870 -2.522  0.071
H26 -2.703 1.451 -1.504  0.080
H27 -2.423 1.900 -3.144  0.032
H28 -3.837 3.970 -1.544  0.122
H29 -2.855 4.078 -3.066  0.107
H30 -0.981 3.806 -1.868  0.058
C11 -0.763 -3.159 1.495  -0.101
C12 -1.577 -2.070 0.990  -0.351
O6 -0.872 -1.261 0.106  -0.094
H31 -0.290 -3.778 0.671  0.093
H32 -1.245 -3.950 2.034  0.073
H33 0.059 -2.795 2.123  0.067
H34 -1.858 -1.556 1.887  0.086
H35 -2.441 -2.395 0.420  0.122
H36 -0.663 -0.358 0.452  0.068
C13 0.426 -2.192 -3.832  -0.693
O7 1.178 -2.837 -4.592  -0.023
N1 0.349 -2.450 -2.536  0.197
N2 -0.261 -1.128 -4.289  0.178
H37 0.089 -1.737 -1.865  0.082
H38 0.903 -3.244 -2.225  0.122
H39 -0.241 -1.010 -5.291  0.119
H40 -1.076 -0.859 -3.753  0.112
C14 1.106 2.061 -3.010  -0.615
O8 0.365 2.983 -2.623  -0.008
N3 1.192 1.706 -4.302  0.160
N4 1.996 1.421 -2.120  0.167
H41 1.941 1.022 -4.630  0.121
H42 0.906 2.472 -4.869  0.100
H43 2.326 0.477 -2.407  0.085
H44 1.585 1.464 -1.196  0.051
C15 0.334 2.530 0.929  -0.699
O9 0.394 1.335 1.058  0.031
N5 -0.835 3.153 1.123  0.181
N6 1.415 3.324 0.681  0.180
H45 -1.021 3.994 0.575  0.092
H46 -1.648 2.560 1.146  0.068
H47 1.231 4.291 0.509  0.098
H48 2.104 2.940 0.079  0.075


Below is a cluster of 6 separate species, C15H49NO20P5 in total at a distorted geometry, with properties calculated with ωB97M-V/def2-TZVPD.

ΔE to the lowest compared entry with this formula, charge and spin	4.6	kcal/mol
E_LUMO	-0.052	Eh
net charge	+1
2S+1	1
frontier orbital gap	11.33	eV

Each line ends with the Löwdin charge.
Atoms and positions in Å:
N1 -2.702 17.342 12.128  0.241
H1 -2.523 17.329 13.159  0.059
H2 -2.661 18.335 11.823  0.067
H3 -3.631 16.909 12.132  0.048
H4 -2.029 16.805 11.562  0.073
C1 -2.632 14.890 16.673  -0.082
O1 -3.018 16.211 17.032  -0.204
P1 -2.410 17.501 16.300  0.421
O2 -2.262 17.383 14.836  -0.237
O3 -3.400 18.631 16.819  -0.201
C2 -4.789 18.558 16.471  -0.069
O4 -1.033 17.800 17.055  -0.198
C3 0.175 17.184 16.576  -0.077
H5 -1.855 14.904 15.908  0.084
H6 -3.513 14.351 16.321  0.073
H7 -2.268 14.313 17.526  0.097
H8 -5.181 19.554 16.269  0.083
H9 -5.311 18.173 17.348  0.100
H10 -4.926 17.948 15.578  0.075
H11 -0.030 16.504 15.748  0.075
H12 0.638 16.639 17.392  0.096
H13 0.818 17.965 16.174  0.094
C4 -3.460 11.884 13.402  -0.094
O5 -4.518 12.496 12.689  -0.202
P2 -4.941 14.010 12.985  0.428
O6 -3.871 14.996 12.772  -0.211
O7 -6.278 14.295 12.140  -0.219
C5 -7.398 13.403 12.206  -0.079
O8 -5.436 13.947 14.515  -0.226
C6 -6.234 15.015 15.013  -0.093
H14 -2.523 11.989 12.849  0.094
H15 -3.661 10.819 13.503  0.094
H16 -3.281 12.286 14.402  0.081
H17 -8.252 13.943 12.613  0.078
H18 -7.166 12.536 12.825  0.092
H19 -7.637 13.081 11.193  0.097
H20 -6.235 15.871 14.340  0.072
H21 -5.907 15.358 15.995  0.085
H22 -7.250 14.663 15.194  0.096
C7 -6.289 20.858 13.548  -0.101
O9 -5.748 19.583 13.265  -0.219
P3 -6.385 18.586 12.208  0.406
O10 -5.507 17.498 11.777  -0.204
O11 -7.722 18.184 13.014  -0.214
C8 -8.532 17.113 12.515  -0.074
O12 -6.902 19.582 11.073  -0.230
C9 -7.100 19.130 9.716  -0.067
H23 -5.539 21.624 13.334  0.078
H24 -6.476 21.050 14.610  0.091
H25 -7.211 21.119 13.034  0.095
H26 -8.207 16.179 12.966  0.058
H27 -8.456 17.075 11.424  0.089
H28 -9.581 17.301 12.731  0.097
H29 -8.144 19.355 9.495  0.094
H30 -6.939 18.064 9.575  0.086
H31 -6.479 19.734 9.061  0.086
C10 -4.689 22.313 10.377  -0.087
O13 -3.919 22.296 11.579  -0.214
P4 -2.592 21.397 11.630  0.421
O14 -2.769 19.999 11.182  -0.236
O15 -1.561 22.308 10.824  -0.193
C11 -0.323 21.705 10.425  -0.088
O16 -2.104 21.579 13.141  -0.191
C12 -2.629 20.735 14.177  -0.078
H32 -4.215 21.684 9.611  0.085
H33 -4.644 23.310 9.943  0.098
H34 -5.692 21.914 10.494  0.078
H35 0.476 22.430 10.562  0.096
H36 -0.405 21.393 9.387  0.083
H37 -0.057 20.836 11.030  0.086
H38 -3.064 21.375 14.941  0.101
H39 -1.806 20.150 14.586  0.085
H40 -3.360 20.020 13.796  0.062
C13 -1.156 15.651 6.120  -0.074
O17 -1.614 15.879 7.453  -0.194
P5 -0.655 15.982 8.695  0.375
O18 -1.370 16.151 9.972  -0.221
O19 0.418 17.088 8.312  -0.212
C14 0.018 18.448 8.168  -0.090
O20 0.215 14.645 8.618  -0.208
C15 1.287 14.435 9.546  -0.084
H41 -0.175 16.106 5.984  0.089
H42 -1.826 16.121 5.403  0.092
H43 -1.128 14.587 5.902  0.094
H44 0.166 18.768 7.133  0.094
H45 0.672 19.039 8.801  0.084
H46 -1.038 18.639 8.368  0.091
H47 2.179 14.833 9.054  0.093
H48 1.344 13.375 9.768  0.092
H49 1.222 15.013 10.472  0.086


Below is a structure of composition C15H4F5I2IrNOS, with properties calculated with ωB97M-V/def2-TZVPD.

E_LUMO (alpha / beta)	-0.158 / -0.235	Eh
net charge	+1
2S+1	5
frontier orbital gap (alpha / beta)	7.09 / 5.76	eV

Each line ends with the Löwdin spin population.
Atoms and positions in Å:
Ir1 0.193 -1.290 -0.732  2.185
I1 5.014 0.534 -2.131  0.079
C1 3.228 1.531 -2.120  0.177
C2 3.135 2.851 -2.539  -0.016
C3 1.937 3.548 -2.534  0.219
I2 1.942 5.504 -3.166  0.095
C4 0.719 2.912 -2.094  0.022
C5 -0.545 3.522 -2.045  0.017
C6 -1.628 2.802 -1.604  0.005
C7 -1.456 1.472 -1.218  0.020
N1 -0.273 0.880 -1.262  0.119
C8 0.795 1.579 -1.682  0.058
C9 2.057 0.845 -1.666  0.113
O1 2.077 -0.341 -1.259  0.284
H1 4.031 3.354 -2.878  -0.004
H2 -0.660 4.553 -2.351  0.001
H3 -2.611 3.247 -1.552  0.000
H4 -2.286 0.871 -0.871  0.002
F1 -1.192 -3.730 5.497  0.012
C10 -1.247 -3.472 4.203  0.034
C11 -0.539 -2.398 3.681  -0.004
F2 0.190 -1.628 4.478  -0.003
C12 -0.604 -2.149 2.327  0.037
F3 0.101 -1.099 1.846  0.063
C13 -1.357 -2.931 1.460  0.047
S1 -1.487 -2.606 -0.265  0.409
C14 -2.059 -4.001 2.012  0.032
F4 -2.794 -4.780 1.229  0.008
C15 -2.008 -4.276 3.367  -0.006
F5 -2.676 -5.303 3.868  -0.004


Look up the 2S+1 of the second one.
1


Which of these has the highest 2S+1?
C15H4F5I2IrNOS